{
  "formula": "C3H4O2",
  "method": "ωB97M-V/def2-TZVPD",
  "elements": ["O", "C", "C", "C", "O", "H", "H", "H", "H"],
  "positions_angstrom": [[-1.410, 0.339, -2.038], [-1.230, 0.025, -0.873], [0.007, -0.588, -0.438], [1.024, 0.254, 0.197], [0.180, -0.234, 1.295], [-2.037, 0.092, -0.109], [0.455, -1.137, 1.516], [2.056, -0.095, 0.259], [0.956, 1.345, 0.192]],
  "lowdin_charge": [0.009, -0.334, 0.020, -0.168, -0.019, 0.124, 0.128, 0.113, 0.127],
  "relative_energy_kcal_mol": 100.87,
  "lumo_energy_ha": 0.0095,
  "e_homo_ev": -8.89,
  "orbital_gap_ev": 9.15
}

=====

{
  "formula": "C3H4O2",
  "method": "ωB97M-V/def2-TZVPD",
  "elements": ["O", "C", "O", "H", "H", "C", "C", "H", "H"],
  "positions_angstrom": [[0.520, 1.187, 0.094], [1.349, 0.425, -0.273], [1.577, -0.632, 0.398], [1.936, 0.653, -1.193], [0.847, -0.787, 1.080], [-1.555, -0.494, -0.560], [-1.582, 0.049, 0.503], [-1.355, -0.706, -1.543], [-1.738, 0.306, 1.494]],
  "lowdin_charge": [0.015, -0.483, 0.095, 0.156, 0.158, 0.022, -0.002, 0.014, 0.026],
  "relative_energy_kcal_mol": 67.59,
  "lumo_energy_ha": 0.0337,
  "e_homo_ev": -9.84,
  "orbital_gap_ev": 10.76,
  "smiles": "O=CO.C#C"
}

=====

{
  "formula": "C3H4O2",
  "method": "ωB97M-V/def2-TZVPD",
  "elements": ["O", "C", "C", "C", "O", "H", "H", "H", "H"],
  "positions_angstrom": [[2.476, -0.914, -0.970], [1.584, -0.473, -0.401], [-0.166, 0.875, 0.190], [-0.709, -0.455, 0.304], [-0.247, -1.311, -0.553], [-0.047, 1.275, -0.812], [-0.248, 1.599, 1.004], [-1.660, 0.178, -0.031], [-0.952, -0.773, 1.333]],
  "lowdin_charge": [0.124, -0.008, 0.082, -0.557, -0.135, 0.084, 0.091, 0.187, 0.131],
  "relative_energy_kcal_mol": 97.82,
  "lumo_energy_ha": [-0.0086, -0.0086],
  "e_homo_ev": [-9.56, -9.56],
  "orbital_gap_ev": [9.32, 9.32]
}

=====

{
  "formula": "C3H4O2",
  "method": "ωB97M-V/def2-TZVPD",
  "elements": ["C", "C", "C", "O", "O", "H", "H", "H", "H"],
  "positions_angstrom": [[-0.490, -0.741, 0.001], [-1.157, 0.340, -0.401], [0.499, 0.178, 0.588], [-0.327, 1.277, 0.163], [1.940, 0.306, -0.215], [-0.486, -1.772, -0.019], [-2.087, 0.441, -0.952], [0.644, 0.355, 1.681], [1.864, 0.776, -1.118]],
  "lowdin_charge": [-0.009, -0.101, -0.209, -0.038, -0.115, 0.078, 0.126, 0.164, 0.104],
  "relative_energy_kcal_mol": 77.93,
  "lumo_energy_ha": 0.0359,
  "e_homo_ev": -9.37,
  "orbital_gap_ev": 10.34
}

=====

{
  "formula": "C3H4O2P",
  "method": "ωB97M-V/def2-TZVPD",
  "elements": ["C", "C", "C", "P", "O", "O", "H", "H", "H", "H"],
  "positions_angstrom": [[-1.404, -0.954, -1.332], [-0.697, -0.225, -0.295], [0.076, 0.715, 0.332], [0.936, 0.905, 1.906], [0.922, 2.272, 2.434], [2.534, 0.601, 1.141], [-1.944, -0.410, -2.052], [-0.628, -1.453, -1.878], [-2.183, -1.457, -0.761], [2.387, 0.005, 0.505]],
  "lowdin_charge": [-0.185, -0.192, -0.206, 0.440, -0.559, -0.359, 0.042, 0.062, 0.065, -0.110],
  "relative_energy_kcal_mol": 48.08,
  "lumo_energy_ha": 0.1332,
  "e_homo_ev": -2.51,
  "charge": -1,
  "orbital_gap_ev": 6.13,
  "smiles": "CC#CP([O-])O"
}

=====

{
  "formula": "C3H4O2S",
  "method": "ωB97M-V/def2-TZVPD",
  "elements": ["O", "C", "C", "O", "C", "S", "H", "H", "H", "H"],
  "positions_angstrom": [[2.469, -0.257, -0.032], [1.297, -0.216, -0.165], [0.395, 0.963, -0.103], [-0.985, 0.603, -0.397], [-1.214, -0.704, 0.120], [0.321, -1.691, -0.236], [0.743, 1.633, -0.885], [0.556, 1.449, 0.855], [-2.092, -1.153, -0.313], [-1.490, -0.627, 1.157]],
  "lowdin_charge": [0.054, -0.737, -0.155, -0.167, -0.435, 0.998, 0.140, 0.140, 0.081, 0.082],
  "relative_energy_kcal_mol": 19.20,
  "lumo_energy_ha": 0.0245,
  "e_homo_ev": -9.76,
  "orbital_gap_ev": 10.43,
  "smiles": "O=C1COCS1"
}

=====

Copy entry 3 word for word.
{
  "formula": "C3H4O2",
  "method": "ωB97M-V/def2-TZVPD",
  "elements": ["O", "C", "C", "C", "O", "H", "H", "H", "H"],
  "positions_angstrom": [[2.476, -0.914, -0.970], [1.584, -0.473, -0.401], [-0.166, 0.875, 0.190], [-0.709, -0.455, 0.304], [-0.247, -1.311, -0.553], [-0.047, 1.275, -0.812], [-0.248, 1.599, 1.004], [-1.660, 0.178, -0.031], [-0.952, -0.773, 1.333]],
  "lowdin_charge": [0.124, -0.008, 0.082, -0.557, -0.135, 0.084, 0.091, 0.187, 0.131],
  "relative_energy_kcal_mol": 97.82,
  "lumo_energy_ha": [-0.0086, -0.0086],
  "e_homo_ev": [-9.56, -9.56],
  "orbital_gap_ev": [9.32, 9.32]
}